Version w
20
Properties=species:S:1:pos:R:3:mulliken_charge:R:1 method="wB97M-V/def2-TZVPD" gap_ev="8.410 / 8.406" e_homo_ev="-7.8 / -7.8"
C 2.51266 0.23225 -0.02190 -0.2848
C 1.49186 -0.59084 -0.05243 0.5205
C -0.92416 0.77727 0.56567 0.1882
C 1.59302 -1.75703 0.95144 -0.9625
C -2.25801 1.35832 0.82763 -1.1233
C -1.75623 -0.12847 -1.52118 -1.0514
N 0.49898 -0.46028 -1.01462 -1.0401
N -0.66924 0.06190 -0.52195 0.7269
P 4.03047 0.84794 -0.19316 -0.2290
H 0.93811 -1.40186 1.80297 0.2047
H 1.16759 -2.66426 0.40865 0.2958
H 2.58450 -1.70219 1.36093 0.4135
H -2.89874 0.64033 1.31694 0.2768
H -2.20824 2.24835 1.57943 0.2975
H -2.69694 1.53118 -0.18649 0.2948
H -1.16930 -0.77178 -2.23990 0.3639
H -2.58833 -0.47603 -0.89428 0.3697
H -1.95612 0.93708 -1.90663 0.2998
H -0.12578 1.21036 1.07969 0.4429
H 4.43390 0.10776 -1.34079 -0.0037

Version x
20
Properties=species:S:1:pos:R:3:mulliken_charge:R:1 method="wB97M-V/def2-TZVPD" gap_ev="6.915 / 6.917" e_homo_ev="-7.3 / -7.3"
C -0.19146 -1.62409 -2.73946 -0.8606
C 0.06190 -1.51784 -1.40655 0.2030
C -0.28263 -0.42371 -0.58205 1.2112
C -1.46665 0.45548 -0.87076 -1.4503
C 1.30559 1.80106 1.80897 -1.3004
C 0.07390 0.82655 1.38848 -0.4132
N 1.25464 -2.47248 -0.37913 -0.5465
N 0.38957 -0.22637 0.47345 0.0077
P 1.37968 -1.74941 0.99464 -0.0078
H 0.11641 -2.46255 -3.44115 0.2813
H -0.98230 -1.03666 -3.23713 0.2124
H -2.09128 0.79529 0.00231 0.3754
H -1.11991 1.38580 -1.44133 0.3503
H -2.20871 0.05114 -1.62886 0.3240
H 2.03996 1.20116 2.36226 0.3113
H 1.71515 2.48510 1.16487 0.4034
H 0.82936 2.47723 2.46577 0.4011
H -0.61723 1.48501 0.93651 0.2486
H -0.32262 0.44568 2.34072 0.2758
H 0.11662 -1.89639 1.78843 -0.0267

Which is most stable? The ranking, best first, is version x, version w.

Version w
49
Properties=species:S:1:pos:R:3:mulliken_charge:R:1 method="wB97M-V/def2-TZVPD" smiles="CC(=O)N(C)c1ccc(OC[C@H](O)Cn2c(C)nc3ccccc32)cc1" gap_ev=8.773 e_homo_ev=-8.4
C 1.40165 3.42462 -4.99556 -1.1465
C 2.58019 4.28673 -4.59789 0.9034
O 3.08668 5.09694 -5.34618 -0.6564
N 3.04815 4.07886 -3.33840 0.1875
C 2.46013 3.17328 -2.41957 -0.9407
C 1.28126 3.49911 -1.76502 -0.3128
C 0.71256 2.62865 -0.85109 -0.3653
C 1.33087 1.41510 -0.57574 0.4994
C 2.52236 1.09008 -1.22553 -0.6265
C 3.08075 1.96007 -2.13608 -0.2073
H 3.99924 1.69984 -2.63997 0.4688
H 2.99189 0.14529 -1.00131 0.4133
O 0.86287 0.48231 0.30187 -0.2083
C -0.33683 0.74392 1.00332 -0.8937
H -1.17448 0.88566 0.30951 0.5145
C -0.59086 -0.47121 1.90641 0.0039
O 0.44217 -0.60622 2.84382 -0.6403
H 1.27962 -0.56070 2.36335 0.4687
H -1.50483 -0.30488 2.48685 0.5508
C -0.75973 -1.74898 1.05316 -1.2701
N -1.38778 -2.80367 1.79256 0.4092
C -0.79862 -3.80362 2.52910 1.0017
N -1.66005 -4.58149 3.11288 -0.8401
C -2.89897 -4.09383 2.78300 0.2132
C -4.16804 -4.53679 3.13407 -0.6168
C -5.24995 -3.83266 2.64735 -0.4407
C -5.08852 -2.71356 1.82970 -0.7257
C -3.83606 -2.25679 1.46799 -0.6625
C -2.74560 -2.95940 1.95267 0.8594
H -3.71985 -1.38748 0.83626 0.3585
H -5.96437 -2.19175 1.47290 0.3822
H -6.25015 -4.14994 2.90323 0.3738
H -4.28976 -5.40107 3.76667 0.4325
C 0.67190 -3.95781 2.63656 -1.3441
H 1.10185 -3.08482 3.12550 0.2287
H 0.88211 -4.84083 3.23149 0.3887
H 1.12598 -4.07319 1.65242 0.3108
H -1.38010 -1.52168 0.18147 0.3884
H 0.22269 -2.07795 0.70532 0.2431
H -0.22774 1.64051 1.62718 0.4472
H -0.20463 2.91110 -0.35952 0.4102
H 0.80367 4.44561 -1.96978 0.5270
C 4.20304 4.81321 -2.86537 -1.0780
H 5.00402 4.12881 -2.58021 0.3278
H 4.54020 5.45351 -3.67879 0.3933
H 3.93627 5.42724 -2.00237 0.3103
H 1.58140 2.38266 -4.74189 0.3356
H 1.24869 3.52358 -6.06662 0.3456
H 0.50351 3.75682 -4.48010 0.2779

Version x
49
Properties=species:S:1:pos:R:3:mulliken_charge:R:1 method="wB97M-V/def2-TZVPD" gap_ev=4.514 e_homo_ev=-7.5
C 1.14364 -5.68598 0.97679 -0.1631
C 0.65414 -4.26578 1.04737 0.2973
O -0.51335 -3.95362 1.10344 -0.7269
N 1.72597 -3.46569 1.03535 -0.1488
C 2.83239 -4.26010 0.96406 0.3793
O 3.95536 -3.80018 0.93255 -0.6743
O 2.54086 -5.59168 0.93172 -0.3534
H 0.86101 -6.26629 1.86663 0.2195
H 0.80058 -6.19766 0.06619 0.2212
C -3.16394 2.74566 4.86054 -0.9462
N -3.18698 1.43443 4.20046 0.1419
C -4.52754 0.84587 4.11315 -0.9882
C -2.17667 1.06993 3.24881 -0.0396
C -1.08620 0.26379 3.61591 -0.4384
C -0.14291 -0.10593 2.69677 -0.6605
C -0.21624 0.30646 1.34361 0.5461
C 0.81911 -0.07793 0.45162 -0.1149
C 1.11645 0.35184 -0.86637 0.4362
C 2.13047 -0.32466 -1.58956 -0.7926
C 2.40462 -0.02590 -2.89468 -0.3547
C 1.68051 0.96585 -3.57779 -0.0405
N 1.94078 1.26018 -4.95747 0.1342
C 1.15569 0.62883 -6.02751 -0.9491
C 2.52357 2.54909 -5.34009 -0.9943
C 0.72591 1.69668 -2.84648 -0.2739
C 0.47700 1.42854 -1.52621 -0.9174
C -1.35670 1.05625 0.96929 -0.8241
C -2.28388 1.44554 1.89745 -0.3130
H -2.14495 3.11618 4.94626 0.3037
H -3.74620 3.46697 4.29121 0.3311
H -3.58791 2.67795 5.86026 0.3232
H -4.47943 -0.14518 3.66666 0.3121
H -4.96804 0.75153 5.10360 0.3305
H -5.17904 1.46865 3.50410 0.3503
H -1.01545 -0.07483 4.63466 0.4616
H 0.67936 -0.72914 3.00134 0.4239
H 1.46911 -0.85198 0.82636 0.2876
H 2.69938 -1.08683 -1.08644 0.5477
H 3.19628 -0.53778 -3.41490 0.4992
H 0.78851 -0.34594 -5.71357 0.3132
H 0.30113 1.25078 -6.28699 0.3323
H 1.76309 0.49399 -6.92036 0.3209
H 3.13994 2.94138 -4.53423 0.3077
H 3.14971 2.43753 -6.22292 0.3289
H 1.74140 3.27127 -5.56188 0.3556
H 0.18072 2.47493 -3.34803 0.4445
H -0.15825 2.09211 -0.96614 0.6846
H -1.54438 1.24707 -0.07290 0.6340
H -3.11859 2.05380 1.59839 0.4458

Version y
49
Properties=species:S:1:pos:R:3:mulliken_charge:R:1 method="wB97M-V/def2-TZVPD" smiles="CC(C)(C)C(=O)Nc1ccc(C(=O)NNC(=O)Cc2ccccc2)cc1" gap_ev=9.129 e_homo_ev=-8.6
C -7.05727 -2.20879 0.23591 -1.7929
H -6.59383 -2.97979 -0.37380 0.3763
H -8.13085 -2.22095 0.06537 0.4305
H -6.86229 -2.44519 1.27845 0.3762
C -6.47742 -0.83718 -0.11357 1.6896
C -6.73459 -0.54180 -1.59604 -1.6087
H -6.20481 -1.25675 -2.22181 0.3705
H -6.42055 0.46110 -1.87919 0.3701
H -7.79876 -0.62817 -1.80515 0.4376
C -7.13106 0.23044 0.77211 -1.5948
H -6.79695 1.23542 0.52123 0.3538
H -8.21140 0.19641 0.64823 0.4363
H -6.90123 0.04483 1.81905 0.3797
C -4.96553 -0.87615 0.15991 0.2573
O -4.40305 -1.85157 0.59905 -0.6705
N -4.33090 0.29784 -0.13964 0.0453
C -2.98528 0.62872 -0.01081 1.0037
C -2.02857 -0.25126 0.49339 -0.7906
C -0.70866 0.14034 0.59295 -0.7140
C -0.31155 1.41550 0.19607 0.6357
C -1.27498 2.29770 -0.29190 -1.0014
C -2.59154 1.91089 -0.39975 -0.5512
H -3.32715 2.60396 -0.78441 0.3358
H -0.96368 3.28945 -0.58248 0.4172
C 1.07896 1.91091 0.28608 0.4759
O 1.38316 3.09473 0.27648 -0.7292
N 2.04086 0.96142 0.41718 -0.1459
N 3.37492 1.36575 0.44640 -0.3552
C 4.36048 0.47778 0.17424 0.5205
O 4.11737 -0.69706 -0.00529 -0.6705
C 5.74367 1.11440 0.16611 -0.9483
C 6.81296 0.06811 0.02421 0.5124
C 7.41514 -0.17246 -1.20234 -0.4005
C 8.37902 -1.15715 -1.33029 -0.5841
C 8.74622 -1.91579 -0.23278 -0.4005
C 8.14460 -1.68630 0.99292 -0.5672
C 7.18355 -0.70016 1.12001 -0.2652
H 6.71193 -0.52635 2.07657 0.3658
H 8.42386 -2.27876 1.85189 0.3653
H 9.49700 -2.68578 -0.33261 0.3719
H 8.84190 -1.33412 -2.29020 0.3668
H 7.12828 0.41338 -2.06433 0.3286
H 5.78820 1.82218 -0.66490 0.4450
H 5.87028 1.66907 1.09860 0.4292
H 3.46229 2.37585 0.46682 0.3283
H 1.93758 -0.02760 0.23098 0.3796
H 0.00403 -0.55458 1.01018 0.3534
H -2.32951 -1.23652 0.80680 0.5428
H -4.90485 1.04405 -0.50590 0.0900

Version z
49
Properties=species:S:1:pos:R:3:mulliken_charge:R:1 method="wB97M-V/def2-TZVPD" smiles="CCOC(=O)c1cc(NC(=O)N2CCCc3ccccc32)c(C)nc1C" gap_ev=8.757 e_homo_ev=-8.4
C -5.93594 -0.89669 1.20643 -1.1041
C -5.71996 0.20120 0.17454 -0.3119
H -6.40846 0.09337 -0.66620 0.3248
H -5.84680 1.18479 0.63879 0.3344
O -4.41676 0.12513 -0.40262 -0.3173
C -3.41972 0.69592 0.28140 0.3989
O -3.57917 1.27967 1.32780 -0.6382
C -2.09620 0.56895 -0.37589 0.3591
C -1.09135 1.40403 0.10462 -0.6581
C 0.19094 1.35078 -0.42491 0.3907
C 0.38918 0.51345 -1.53401 0.5026
N -0.56240 -0.30168 -1.95538 -0.5475
C -1.76154 -0.33223 -1.39851 0.5069
C -2.68969 -1.36446 -1.94750 -1.1655
H -3.12688 -1.95381 -1.14548 0.2946
H -2.13222 -2.01081 -2.61935 0.3706
H -3.50226 -0.89136 -2.49455 0.2456
C 1.65356 0.50015 -2.32879 -1.2669
H 2.19936 -0.41916 -2.13126 0.0602
H 2.27892 1.35664 -2.09231 0.3139
H 1.40273 0.50914 -3.38728 0.5872
N 1.19148 2.16927 0.11379 -0.1552
C 2.49916 1.91578 0.47161 0.3995
O 3.26134 2.85095 0.63206 -0.7073
N 2.90183 0.61767 0.64009 0.1847
C 2.08457 -0.50873 0.79484 -0.1509
C 0.90177 -0.44394 1.52886 -0.4767
C 0.07933 -1.54722 1.63403 -0.6051
C 0.44728 -2.74101 1.03668 -0.7980
C 1.66556 -2.83272 0.39103 -0.7588
C 2.50655 -1.73411 0.27172 1.1139
C 3.86959 -1.91275 -0.34773 -1.1216
C 4.64078 -0.60355 -0.52141 -0.6369
C 4.32673 0.33673 0.63682 -0.9662
H 4.60392 -0.12752 1.58934 0.3216
H 4.85229 1.28747 0.53858 0.4567
H 4.36198 -0.11412 -1.45550 0.2115
H 5.71252 -0.80266 -0.55687 0.4233
H 4.43699 -2.57909 0.31076 0.5277
H 3.77501 -2.42603 -1.30798 0.3871
H 1.97994 -3.77612 -0.03232 0.4477
H -0.19742 -3.60417 1.10062 0.4303
H -0.84295 -1.47365 2.19014 0.4675
H 0.63900 0.47488 2.02952 0.5649
H 0.92438 3.12528 0.30667 0.2683
H -1.32838 2.08674 0.90861 0.5071
H -5.77441 -1.87404 0.75753 0.2816
H -5.24319 -0.76738 2.03439 0.3108
H -6.95185 -0.84415 1.58701 0.3926

Which is most stable? The ranking, best first, is version z, version y, version w, version x.

Version w
13
Properties=species:S:1:pos:R:3:mulliken_charge:R:1 method="wB97M-V/def2-TZVPD" smiles="CC1=CN1/C=C/F" gap_ev=8.184 e_homo_ev=-7.3
C -1.38710 0.03926 0.01315 -0.1165
C -2.23830 -0.40402 0.98123 -0.1792
C 1.20907 -0.20012 -0.28150 0.4868
C 0.88237 -1.37684 0.18872 -0.2382
C 1.85437 1.01669 -0.67577 -1.2888
N -0.23900 -0.65366 -0.44030 -0.4500
F -3.31125 0.38766 1.05396 -0.2598
H -1.47299 0.98833 -0.47483 0.3555
H -2.32575 -1.44173 1.29497 0.2977
H 0.96978 -2.37721 0.72134 0.3090
H 2.85445 1.02790 -0.41584 0.3594
H 1.39207 1.84290 -0.25405 0.3647
H 1.81228 1.15084 -1.71108 0.3595

Version x
13
Properties=species:S:1:pos:R:3:mulliken_charge:R:1 method="wB97M-V/def2-TZVPD" smiles="N=C=CF.C#CC" gap_ev=9.593 e_homo_ev=-8.8
C -1.56464 -0.87645 -0.68443 0.4075
C 1.58053 0.52742 0.05074 -0.1383
C 1.91758 -0.27090 -0.76415 -0.1665
C 0.90653 1.61651 0.81124 -0.8311
C -1.61795 -1.63754 0.38584 -0.3186
N -1.78332 -0.24945 -1.67839 -0.4393
F -2.01294 -1.20510 1.62228 -0.2492
H -1.08226 0.45776 -2.04158 0.3306
H 2.45982 -1.12613 -1.10179 0.3507
H -0.17643 1.46805 0.61878 0.2177
H 1.04681 1.37888 1.83512 0.2920
H 1.42272 2.53242 0.51814 0.2829
H -1.09647 -2.61547 0.42820 0.2615

Which is most stable? The ranking, best first, is version x, version w.

Version w
8
Properties=species:S:1:pos:R:3:mulliken_charge:R:1 method="wB97M-V/def2-TZVPD" gap_ev=8.804 e_homo_ev=-9.5
C -1.35474 1.89181 -0.04005 -0.3769
C -0.25242 -0.35927 -0.05418 0.2369
C 0.83481 -1.09720 0.08326 -0.6059
C -0.24590 1.11506 -0.07621 -0.1297
I -2.38201 -0.52128 0.07429 0.1151
H 1.71199 -0.53250 -0.19682 0.2034
H 0.89265 -2.10504 0.23912 0.3531
H 0.79562 1.60843 -0.02940 0.2040

Version x
8
Properties=species:S:1:pos:R:3:mulliken_charge:R:1 method="wB97M-V/def2-TZVPD" gap_ev="7.452 / 7.451" e_homo_ev="-9.0 / -9.0"
C -0.04774 -0.07970 0.34484 0.3185
C -0.81394 0.92954 1.11203 -0.3566
C -1.07697 0.76729 -0.37070 -0.4237
C 0.99880 -0.78660 0.04333 -0.4766
I 2.38095 -1.41079 1.49205 0.0619
H -0.84712 1.42667 -1.29542 0.2434
H -2.00998 0.36096 -0.43363 0.2482
H 1.41600 -1.20737 -0.89251 0.3849

Which is most stable? The ranking, best first, is version w, version x.